Below is a molecular structure, C3B3CaF21O9S3 in a non-equilibrium geometry, with properties calculated with wB97M-V/def2-TZVPD.

Properties
* spin multiplicity: 1
* Kohn-Sham gap: 7.7 eV
* charge: -4
* M: 747.70 g/mol

Last column: Mulliken charge in e.
Element x y z (Å)
1 O -0.638 3.273 2.041  -0.75
2 F -2.810 0.388 0.362  -0.34
3 O 1.854 -0.014 -3.985  -0.74
4 B 2.720 -1.251 0.687  0.25
5 F -2.524 -3.565 3.123  -0.27
6 C -1.189 -3.404 3.377  0.48
7 O 0.602 -1.625 3.925  -0.69
8 F 1.741 -0.629 -0.218  -0.14
9 O -0.767 -1.295 1.899  -0.42
10 Ca -0.541 -0.551 -0.490  2.57
11 F 2.520 2.522 -2.366  -0.21
12 F -1.560 -4.380 -0.663  -0.41
13 C 1.632 2.580 -3.353  0.52
14 S 0.811 0.908 -3.562  1.03
15 F 1.715 4.656 1.503  -0.28
16 F 2.149 -2.362 1.272  -0.35
17 F -0.305 -2.658 -1.566  -0.44
18 C 1.607 3.511 0.763  0.47
19 O -1.781 -0.969 4.116  -0.73
20 F -2.234 -2.216 -0.517  -0.50
21 S -0.717 -1.583 3.331  1.15
22 F -2.336 0.253 -1.859  -0.51
23 B -3.064 0.984 -0.875  0.62
24 F 1.138 3.910 -0.431  -0.23
25 B -1.589 -3.170 -1.379  0.65
26 O 0.305 0.651 -2.211  -0.75
27 F 3.221 -0.272 1.534  -0.38
28 F -4.447 0.848 -1.204  -0.43
29 F -1.061 -3.895 4.646  -0.27
30 S 0.375 2.353 1.597  1.18
31 F -2.627 2.301 -0.975  -0.40
32 F -0.527 -4.165 2.534  -0.21
33 O -0.012 1.430 0.535  -0.46
34 F 3.799 -1.689 -0.145  -0.43
35 O -0.214 1.170 -4.549  -0.74
36 F 2.282 2.916 -4.496  -0.27
37 F 2.833 3.031 0.620  -0.22
38 F 0.759 3.551 -3.095  -0.22
39 F -2.288 -3.294 -2.576  -0.41
40 O 1.165 1.753 2.649  -0.70



Below is a molecular structure, C3ClNa3O13 in a non-equilibrium geometry, with properties calculated with wB97M-V/def2-TZVPD.

Properties
* spin multiplicity: 2
* Kohn-Sham gap (alpha / beta): 2.2 / 2.2 eV
* charge: -3
* M: 348.44 g/mol

Last column: Mulliken charge in e.
Element x y z (Å)
1 O -1.541 0.152 -1.970  -0.66
2 O -3.375 -1.115 -2.202  -0.51
3 Cl -2.622 -0.290 1.958  1.60
4 O 1.956 1.773 -3.354  -0.75
5 C 2.127 2.685 -2.606  0.48
6 O -3.813 -0.905 1.390  -0.63
7 Na 0.125 -2.437 -0.051  0.85
8 O -1.777 -1.984 -1.406  -0.64
9 O -1.301 -0.835 1.849  -0.54
10 O 2.201 2.429 -1.374  -0.90
11 C 2.484 -1.153 1.991  0.61
12 O -2.501 0.953 1.336  -0.64
13 O -2.682 -0.168 3.441  -0.72
14 O 2.135 -2.285 1.734  -0.80
15 O 1.780 -0.234 1.900  -0.69
16 C -2.272 -0.850 -1.732  0.87
17 O 1.735 3.785 -2.851  -0.78
18 O 3.670 -1.006 2.183  -0.87
19 Na 0.377 0.481 -0.257  0.86
20 Na 3.293 1.004 0.022  0.87